1.
{"formula": "C18H28ClN3", "method": "the ωB97M-V functional and the def2-TZVPD basis", "smiles": "CCN(CC)CCC[C@@H](C)Nc1ccnc2c1C=C[C@@H](Cl)C2", "lumo_ev": 0.3, "energy_ev": -36110.278, "gap_ev": 8.5, "elements": ["C", "C", "N", "C", "C", "C", "C", "C", "C", "C", "N", "C", "C", "C", "N", "C", "C", "C", "C", "C", "Cl", "C", "H", "H", "H", "H", "H", "H", "H", "H", "H", "H", "H", "H", "H", "H", "H", "H", "H", "H", "H", "H", "H", "H", "H", "H", "H", "H", "H", "H"], "positions_angstrom": [[0.8853, 5.6352, -0.3156], [0.4549, 4.2925, 0.1421], [1.3924, 3.5310, 1.0875], [1.8785, 4.1242, 2.4097], [3.4029, 3.9930, 2.4578], [1.2311, 2.0487, 1.0852], [-0.1824, 1.5726, 1.4332], [-0.2459, 0.0574, 1.9386], [0.0463, -0.9735, 0.8642], [0.0023, -2.4292, 1.4328], [-0.8464, -0.8565, -0.3684], [-0.6310, -1.6422, -1.4963], [0.4512, -1.4709, -2.3070], [0.6913, -2.2788, -3.3598], [-0.1838, -3.3582, -3.6066], [-1.2118, -3.5524, -2.7809], [-1.5545, -2.6701, -1.8131], [-2.7184, -2.9987, -0.9802], [-3.2512, -4.2851, -0.9822], [-2.5157, -5.4148, -1.7093], [-3.6378, -6.6645, -2.2983], [-1.9449, -4.8185, -2.9706], [1.8735, 5.4121, -0.7974], [1.1026, 6.4053, 0.4511], [0.3296, 6.0301, -1.2167], [-0.4943, 4.4832, 0.5544], [0.2902, 3.7177, -0.7074], [1.6253, 5.1894, 2.4000], [1.4581, 3.7659, 3.3383], [3.6357, 3.0138, 2.5329], [3.7791, 4.5387, 1.6351], [3.9415, 4.3707, 3.3588], [1.3556, 1.6567, 0.0670], [2.0625, 1.6210, 1.6750], [-0.3934, 2.1251, 2.3742], [-0.9468, 1.7010, 0.6215], [-1.2177, -0.1777, 2.3799], [0.5326, -0.0598, 2.7718], [1.1201, -0.8564, 0.5824], [0.7150, -2.5004, 2.3151], [0.3303, -3.1341, 0.7218], [-1.0240, -2.6286, 1.8286], [-1.8083, -0.6756, -0.0588], [1.2461, -0.7407, -1.9932], [1.6760, -2.2150, -3.9792], [-3.0976, -2.3917, -0.1986], [-4.0773, -4.5236, -0.2860], [-1.6688, -5.7852, -1.1189], [-2.6454, -4.6149, -3.8213], [-1.2125, -5.5679, -3.2930]]}

---

2.
{"formula": "C4H17INO4", "method": "the ωB97M-V functional and the def2-TZVPD basis", "lumo_ev": 3.3, "energy_ev": -22206.944, "relative_energy_kcal_mol": 8.20, "charge": -1, "gap_ev": 7.9, "elements": ["I", "C", "C", "C", "O", "C", "N", "H", "H", "H", "H", "H", "H", "H", "H", "H", "H", "H", "O", "H", "H", "O", "H", "H", "O", "H", "H"], "positions_angstrom": [[0.7711, -0.2587, -2.6836], [0.3069, -1.6046, 2.6082], [0.4531, -0.5919, 1.4444], [-0.1072, 0.8472, 1.6837], [-1.4882, 0.9710, 1.6509], [-2.0184, 1.1917, 0.3202], [1.8353, -0.7003, 1.0465], [0.9167, -1.4240, 3.4934], [0.5578, -2.6191, 2.2985], [-0.7194, -1.5874, 2.9750], [-0.2015, -1.0383, 0.6958], [0.4071, 1.5435, 1.0214], [0.1854, 1.3172, 2.6226], [-3.0998, 1.3071, 0.3927], [-1.7869, 0.2855, -0.2394], [-1.7107, 2.0821, -0.2283], [1.8494, -0.4105, 0.0791], [2.4643, -0.0374, 1.4766], [2.2591, -3.4722, -2.1156], [2.9613, -3.7746, -2.6915], [2.2307, -2.5248, -2.2488], [0.5693, 3.2556, -1.9433], [0.4002, 2.3145, -1.9000], [1.4532, 3.3571, -1.5904], [-3.0883, 0.2688, -2.8661], [-3.2079, 1.2078, -2.7239], [-2.1922, 0.0947, -2.5781]]}

---

3.
{"formula": "C9H14", "method": "the ωB97M-V functional and the def2-TZVPD basis", "smiles": "Cc1ccccc1.CC", "lumo_ev": 1.0, "energy_ev": -9558.191, "relative_energy_kcal_mol": 45.90, "gap_ev": 9.9, "elements": ["C", "C", "C", "C", "C", "C", "C", "H", "H", "H", "H", "H", "H", "H", "H", "C", "C", "H", "H", "H", "H", "H", "H"], "positions_angstrom": [[2.2683, -1.0605, -3.0891], [1.2224, -1.0445, -1.9612], [0.3740, -2.1530, -1.6408], [-0.3747, -1.9987, -0.4714], [-0.2383, -0.8247, 0.2290], [0.5408, 0.2757, -0.0662], [1.1611, 0.2141, -1.3151], [3.2981, -0.9633, -2.5930], [1.9864, -0.2043, -3.7901], [2.0207, -1.8860, -3.6664], [0.5256, -3.1301, -2.1375], [-0.9826, -2.7616, -0.1630], [-0.7166, -0.8518, 1.1880], [0.7305, 1.0083, 0.7256], [1.7739, 0.9979, -1.7279], [-1.6505, 2.2398, 2.0251], [-1.8278, 1.2580, 3.1186], [-2.0097, 3.2654, 2.2223], [-0.4825, 2.4748, 1.7673], [-1.9106, 1.8528, 0.9824], [-1.5917, 1.7721, 4.1047], [-1.2629, 0.3111, 2.8389], [-2.8538, 1.2082, 3.4198]]}

---

4.
{"formula": "CHF2O2S", "method": "the ωB97M-V functional and the def2-TZVPD basis", "lumo_ev": [2.3, 1.8], "energy_ev": -21416.456, "relative_energy_kcal_mol": 55.60, "charge": -1, "gap_ev": [4.4, 3.1], "elements": ["C", "O", "O", "F", "F", "S", "H"], "positions_angstrom": [[-0.4286, 1.3517, -0.2642], [4.9917, 0.6397, 0.7281], [3.9292, -1.2145, -0.5219], [0.1583, 0.1788, -0.6282], [0.3150, 2.3928, -0.9753], [3.7458, 0.0499, 0.1807], [-1.2836, 1.3928, -0.8254]]}

---

5.
{"formula": "C14H32BeN6O7", "method": "the ωB97M-V functional and the def2-TZVPD basis", "lumo_ev": [-1.3, -1.9], "energy_ev": -38699.125, "relative_energy_kcal_mol": 123.52, "gap_ev": [5.8, 5.3], "elements": ["O", "H", "Be", "N", "N", "N", "N", "O", "O", "O", "O", "C", "C", "C", "C", "C", "H", "H", "H", "C", "H", "H", "H", "C", "C", "H", "H", "H", "H", "H", "H", "H", "H", "C", "H", "H", "H", "O", "H", "H", "C", "N", "C", "C", "O", "N", "C", "C", "H", "H", "H", "H", "H", "H", "H", "H", "H", "H", "H", "H"], "positions_angstrom": [[-0.5244, -2.9685, -2.9847], [0.3328, -2.9927, -3.5778], [1.5460, -1.0657, -1.2161], [0.5761, -1.8637, 0.6198], [-1.0540, -0.9246, -1.2001], [0.9206, 0.7258, 0.0913], [0.8366, -0.0287, -2.4435], [1.1778, -1.5914, 1.6423], [1.1237, 1.0644, 1.4261], [0.3847, -0.2474, -3.6202], [-1.8332, -0.8547, -2.2629], [-1.6361, -1.6928, -0.2132], [-0.8127, -2.0522, 0.8331], [0.9718, 1.7177, -0.7867], [0.8423, 1.3439, -2.1485], [-1.3676, -2.3944, 2.1524], [-1.4270, -1.4096, 2.6026], [-0.6018, -3.0121, 2.5747], [-2.3276, -2.8528, 1.9398], [-2.9427, -2.1882, -0.5541], [-2.9179, -3.0306, -1.2008], [-3.6935, -1.4905, -0.8636], [-3.2568, -2.6105, 0.3487], [0.9339, 3.1120, -0.3226], [0.6668, 2.4574, -3.1387], [1.1670, 3.1770, 0.7300], [-0.0040, 3.6072, -0.5128], [1.6738, 3.6503, -0.8731], [0.4208, 1.9867, -4.0934], [1.5757, 3.1097, -3.2105], [-0.2089, 3.0312, -2.7581], [0.1428, 0.9763, 1.8693], [-1.2678, -0.9107, -3.0763], [3.1101, -0.8668, -0.3172], [3.6340, -1.8011, 0.0857], [3.3792, -0.3307, 0.6515], [3.6383, -0.4603, -1.1153], [2.9762, 0.0125, 3.5514], [3.0389, 0.8877, 3.0036], [2.4032, -0.7189, 3.2245], [-0.4558, 1.5526, 4.6790], [-1.5310, 2.2276, 3.9617], [-2.3551, 3.1292, 4.7419], [-1.8056, 1.7528, 2.7171], [-1.1437, 0.7933, 2.2696], [-2.7527, 2.2922, 1.9030], [-3.6428, 3.4046, 2.1625], [-2.8378, 1.6739, 0.5897], [-0.2991, 2.0843, 5.6213], [0.4735, 1.5654, 4.1019], [-0.7080, 0.5036, 4.8917], [-2.3184, 4.1569, 4.3435], [-3.4049, 2.7874, 4.7854], [-1.9522, 3.1401, 5.7607], [-4.1975, 3.6063, 1.2390], [-4.3719, 3.1640, 2.9563], [-3.0818, 4.3143, 2.4370], [-1.8949, 1.7930, 0.0385], [-3.0266, 0.5959, 0.6705], [-3.6476, 2.1540, 0.0287]]}

---

6.
{"formula": "C4H7NO", "method": "the ωB97M-V functional and the def2-TZVPD basis", "smiles": "C[C@@H]1C=CNO1", "lumo_ev": 1.1, "energy_ev": -7795.989, "relative_energy_kcal_mol": 84.30, "gap_ev": 8.8, "elements": ["C", "C", "C", "C", "N", "O", "H", "H", "H", "H", "H", "H", "H"], "positions_angstrom": [[1.7117, -0.1628, -0.5967], [0.4473, 0.5635, -0.1929], [-0.1758, 0.1638, 1.0654], [-1.4844, -0.1432, 0.9210], [-1.9450, -0.0054, -0.3602], [-0.9221, 0.3785, -1.2036], [1.8386, -0.1031, -1.6775], [1.6778, -1.2133, -0.3073], [2.5834, 0.3087, -0.1360], [0.5128, 1.6331, -0.3864], [0.3949, -0.0793, 1.9464], [-2.1514, -0.5574, 1.6598], [-2.4877, -0.7831, -0.7321]]}

---

7.
{"formula": "C12H15FN2O7P2PtSe2", "method": "the ωB97M-V functional and the def2-TZVPD basis", "lumo_ev": -0.3, "energy_ev": -185239.477, "relative_energy_kcal_mol": 8.03, "gap_ev": 7.6, "elements": ["Pt", "C", "C", "O", "P", "O", "O", "O", "P", "O", "O", "O", "H", "H", "H", "H", "H", "H", "H", "Se", "Se", "C", "C", "C", "C", "C", "N", "C", "C", "C", "C", "C", "N", "H", "H", "H", "H", "H", "H", "H", "H", "F"], "positions_angstrom": [[0.3797, -0.4123, -0.1507], [1.8418, 3.4026, 2.3248], [1.3802, 2.1863, 1.5309], [2.2073, 2.0238, 0.3850], [-0.3696, 2.3156, 0.9749], [-1.3104, 2.3500, 2.2405], [-0.4735, 3.8012, 0.4099], [-0.8128, 1.3401, -0.0806], [1.4073, 0.5998, 2.5415], [0.5967, 1.1687, 3.8476], [2.7347, 0.1180, 2.9117], [0.3022, -0.2175, 1.8715], [1.7401, 4.3080, 1.7228], [2.8929, 3.2519, 2.5716], [1.2767, 3.5417, 3.2443], [2.2535, 2.8733, -0.0715], [-0.9885, 1.8194, 2.9950], [-1.3485, 4.0448, 0.0821], [1.1280, 1.0875, 4.6479], [0.6922, -3.3025, -2.2733], [-1.5933, -3.2323, -2.6155], [-2.3004, -3.0965, -0.8218], [-3.1940, -4.0813, -0.4168], [-3.8219, -3.9219, 0.8092], [-3.5215, -2.8086, 1.5775], [-2.5950, -1.8999, 1.0874], [-2.0010, -2.0363, -0.0938], [1.1654, -1.5050, -2.7775], [2.0340, -1.3497, -3.8464], [2.2777, -0.0831, -4.3421], [1.5959, 0.9923, -3.7945], [0.7792, 0.7690, -2.7082], [0.6021, -0.4504, -2.1662], [-3.3840, -4.9440, -1.0395], [-4.5254, -4.6650, 1.1621], [-3.9832, -2.6461, 2.5415], [-2.3022, -1.0270, 1.6611], [2.4807, -2.2247, -4.2957], [2.9606, 0.0571, -5.1697], [1.7096, 1.9934, -4.1846], [0.2517, 1.5674, -2.2059], [1.8348, -1.7076, -0.0864]]}

---

8.
{"formula": "C11H14BHgN7S", "method": "the ωB97M-V functional and the def2-TZVPD basis", "lumo_ev": [-9.2, -12.0], "energy_ev": -37729.713, "relative_energy_kcal_mol": 18.38, "charge": 2, "gap_ev": [4.8, 2.0], "elements": ["C", "N", "N", "C", "C", "B", "N", "N", "C", "C", "C", "Hg", "N", "N", "C", "C", "C", "H", "H", "H", "H", "H", "H", "H", "H", "H", "H", "H", "C", "H", "H", "H", "S", "C", "N"], "positions_angstrom": [[-1.0707, -3.0995, 0.3872], [-1.0174, -1.8065, 0.0445], [-2.2479, -1.2727, 0.2073], [-3.0971, -2.2151, 0.6848], [-2.3822, -3.4053, 0.7944], [-2.5150, 0.2273, -0.0523], [-1.5531, 1.0063, 0.8943], [-0.2017, 0.7948, 0.8252], [0.3561, 1.5842, 1.7545], [-0.6515, 2.2955, 2.4475], [-1.8538, 1.8995, 1.8658], [0.7024, -0.6793, -1.0678], [-2.0739, 0.6077, -1.4623], [-0.8218, 0.3950, -1.9716], [-0.7381, 1.0190, -3.1787], [-1.9992, 1.5561, -3.4643], [-2.8006, 1.2929, -2.3619], [0.2037, 1.1191, -3.7258], [-3.8229, 1.5546, -2.1684], [-2.2698, 2.0680, -4.3666], [-3.6260, 0.5370, 0.1981], [-2.8865, 2.1604, 2.0624], [-4.1214, -1.9435, 0.8771], [-0.5282, 3.0013, 3.2402], [-2.7633, -4.3622, 1.0979], [1.4204, 1.6436, 1.8978], [-0.1843, -3.7078, 0.3628], [5.0975, 1.9950, -1.4128], [5.2241, 1.3868, -0.5222], [5.1753, 1.8668, 0.4515], [5.1314, -0.6320, 2.4513], [5.7560, 0.4436, -0.6076], [5.9441, -3.6233, 0.6564], [5.3758, -2.3395, 1.3372], [4.8393, -1.3678, 1.8242]]}